Version one
Formula: C6H16NO
Source: the OMol25 dataset
Level of theory: the ωB97M-V functional and the def2-TZVPD basis

The geometry in XYZ format:
```
24
C6H16NO (the ωB97M-V functional and the def2-TZVPD basis)
C 0.161 1.846 -1.282
C 0.756 1.278 0.026
C 2.246 1.628 0.148
C 0.653 -0.244 0.020
C -0.719 -0.875 -0.018
N -1.637 -0.205 1.017
C -0.699 -2.370 0.277
O -2.002 -2.888 0.331
H -0.176 2.868 -1.135
H 0.928 1.859 -2.043
H -0.606 1.181 -1.687
H 0.225 1.765 0.856
H 2.729 1.321 -0.785
H 2.384 2.710 0.152
H 2.764 1.157 0.982
H 1.202 -0.608 -0.856
H 1.223 -0.816 0.747
H -1.334 -0.791 -0.897
H -2.365 0.380 0.617
H -2.085 -0.900 1.639
H -1.081 0.300 1.712
H -0.186 -2.592 1.216
H -0.071 -2.814 -0.501
H -2.311 -3.189 -0.536
```

As for the total charge: +1. The structure (SMILES) is CC(C)C[C@H]([NH3+])CO. The calculation puts the HOMO-LUMO gap at 11.58 eV. The calculation puts the lowest unoccupied orbital energy at -3.366 eV. The HOMO energy comes out at -0.549 hartree.

---

Version two
Formula: C6H16NO
Source: the OMol25 dataset
Level of theory: the ωB97M-V functional and the def2-TZVPD basis

The geometry in XYZ format:
```
24
C6H16NO (the ωB97M-V functional and the def2-TZVPD basis)
C 0.090 -1.138 -1.867
C -0.504 0.063 -1.548
C -0.546 0.558 -0.130
C 0.325 1.793 0.180
C -1.901 0.583 0.467
C -2.472 -0.795 0.550
N 3.142 0.142 0.494
H 0.136 -1.369 -2.861
H 0.485 -1.814 -1.094
H 0.123 -0.384 0.330
H -1.053 0.688 -2.382
H 1.362 1.738 -0.287
H -0.179 2.682 -0.194
H -2.450 1.277 -0.161
H -1.825 1.073 1.465
H -3.150 -1.007 -0.273
H -2.958 -1.063 1.432
H -1.624 -1.506 0.408
H 3.800 0.174 1.303
H 2.500 -0.696 0.664
H 3.691 0.206 -0.383
H 1.558 -1.612 1.712
H 0.454 1.947 1.230
O 0.996 -1.543 0.944
```

As for the total charge: +1. The calculation puts the HOMO-LUMO gap at 4.57 eV. The calculation puts the lowest unoccupied orbital energy at -9.292 eV. The HOMO energy comes out at -0.510 hartree.

---

version one ends up most stable, edging out the next structure by 761.5 kJ/mol.

---

Version one
Formula: C4H13P3
Source: the OMol25 dataset
Level of theory: the ωB97M-V functional and the def2-TZVPD basis

The geometry in XYZ format:
```
20
C4H13P3 (the ωB97M-V functional and the def2-TZVPD basis)
C -2.704 0.535 -0.269
C 1.538 1.820 -0.355
C -2.206 -0.906 -0.203
C 0.041 -1.009 1.571
P 2.813 -0.902 -0.522
P -0.376 -1.005 -0.141
P 2.697 0.812 0.686
H -2.815 0.999 -1.315
H -3.562 0.815 0.305
H -1.914 1.063 0.302
H 1.545 1.672 -1.482
H 1.500 2.938 -0.403
H 0.599 1.206 -0.105
H -2.698 -1.367 -1.132
H -2.391 -1.353 0.779
H -0.583 -0.215 2.096
H 1.013 -1.066 1.925
H 3.856 -1.448 0.245
H 3.732 -0.288 -1.441
H -0.085 -2.303 -0.540
```

As for the total charge: 0. The calculation puts the HOMO-LUMO gap (alpha / beta) at 7.14 / 7.01 eV. The calculation puts the lowest unoccupied orbital energy (alpha / beta) at -0.362 / -0.526 eV. The HOMO energy (alpha / beta) comes out at -0.276 / -0.277 hartree.

---

Version two
Formula: C4H13P3
Source: the OMol25 dataset
Level of theory: the ωB97M-V functional and the def2-TZVPD basis

The geometry in XYZ format:
```
20
C4H13P3 (the ωB97M-V functional and the def2-TZVPD basis)
C 2.546 0.940 0.332
C 0.737 -1.723 0.099
C 1.057 0.808 -0.027
C 0.721 -0.481 -0.697
P -2.481 -1.378 0.528
P -2.022 1.820 0.315
P -2.230 0.124 -0.982
H 2.837 0.196 1.072
H 3.170 0.819 -0.551
H 2.728 1.925 0.756
H 0.034 -1.660 0.939
H 0.489 -2.598 -0.498
H 1.729 -1.867 0.542
H 0.783 1.642 -0.680
H 0.482 0.908 0.902
H 0.844 -0.541 -1.765
H -2.450 -2.422 -0.397
H -3.878 -1.382 0.556
H -1.729 2.677 -0.743
H -3.366 2.194 0.297
```

As for the total charge: 0. The calculation puts the HOMO-LUMO gap (alpha / beta) at 6.83 / 7.98 eV. The calculation puts the lowest unoccupied orbital energy (alpha / beta) at -0.801 / 0.295 eV. The HOMO energy (alpha / beta) comes out at -0.280 / -0.282 hartree.

---

version two ends up most stable, edging out the next structure by 186.9 kJ/mol.

---

Version one
Formula: BeFH12O6
Source: the OMol25 dataset
Level of theory: the ωB97M-V functional and the def2-TZVPD basis

The geometry in XYZ format:
```
20
BeFH12O6 (the ωB97M-V functional and the def2-TZVPD basis)
Be 0.555 0.127 -0.559
F -0.105 -0.042 0.793
O -0.560 -2.726 1.267
H -1.428 -2.998 1.521
H -0.614 -1.773 1.351
O -2.569 -0.349 1.700
H -2.160 -0.543 2.503
H -1.829 -0.031 1.170
O 2.101 0.868 -0.558
H 2.304 1.221 0.315
H 2.956 0.818 -0.980
O -0.408 0.616 -1.858
H 0.053 1.038 -2.603
H -1.186 1.116 -1.708
O 0.913 -1.555 -1.005
H 1.811 -1.894 -1.201
H 0.512 -2.325 -0.614
O -0.400 2.688 -0.065
H -0.268 2.475 0.889
H 0.328 3.269 -0.360
```

As for the total charge: +1. The calculation puts the HOMO-LUMO gap at 9.78 eV. The calculation puts the lowest unoccupied orbital energy at -4.181 eV. The HOMO energy comes out at -0.513 hartree.

---

Version two
Formula: BeFH12O6
Source: the OMol25 dataset
Level of theory: the ωB97M-V functional and the def2-TZVPD basis

The geometry in XYZ format:
```
20
BeFH12O6 (the ωB97M-V functional and the def2-TZVPD basis)
Be -0.420 0.702 0.076
F -0.873 -0.686 -0.267
O -1.168 -1.115 -2.966
H -0.611 -0.373 -3.171
H -0.950 -1.090 -2.073
O 0.025 -2.621 1.416
H -0.809 -3.007 1.657
H -0.142 -1.904 0.816
O 0.034 0.854 1.657
H -0.478 0.759 2.496
H 0.902 0.418 1.738
O -1.587 2.159 -0.034
H -2.497 2.104 0.303
H -1.446 3.116 -0.064
O 0.796 1.242 -0.841
H 1.145 2.075 -1.189
H 1.636 0.834 -0.830
O 2.136 -0.772 0.360
H 2.033 -1.498 -0.299
H 2.273 -1.196 1.216
```

As for the total charge: +1. The calculation puts the HOMO-LUMO gap at 9.82 eV. The calculation puts the lowest unoccupied orbital energy at -4.041 eV. The HOMO energy comes out at -0.509 hartree.

---

version one ends up most stable, edging out the next structure by 41.9 kJ/mol.

---

Version one
Formula: C2H5N
Source: the OMol25 dataset
Level of theory: the ωB97M-V functional and the def2-TZVPD basis

The geometry in XYZ format:
```
8
C2H5N (the ωB97M-V functional and the def2-TZVPD basis)
C -0.661 -0.172 0.720
C 0.076 0.337 -0.471
N 1.428 0.503 -0.724
H -0.147 -0.920 -0.211
H -1.731 0.144 0.774
H -0.322 -0.404 1.783
H -0.454 0.960 -1.194
H 1.811 -0.449 -0.676
```

As for the total charge: 0. The calculation puts the HOMO-LUMO gap at 8.50 eV. The calculation puts the lowest unoccupied orbital energy at 0.414 eV. The HOMO energy comes out at -0.297 hartree.

---

Version two
Formula: C2H5N
Source: the OMol25 dataset
Level of theory: the ωB97M-V functional and the def2-TZVPD basis

The geometry in XYZ format:
```
8
C2H5N (the ωB97M-V functional and the def2-TZVPD basis)
C -0.891 -0.140 0.429
C 1.061 0.241 -0.081
N -1.755 0.322 -0.375
H -0.922 -0.525 1.509
H 0.771 1.160 -0.525
H 1.316 -0.701 -0.615
H 1.181 0.360 0.944
H -2.718 0.063 -0.276
```

As for the total charge: 0. The calculation puts the HOMO-LUMO gap at 9.88 eV. The calculation puts the lowest unoccupied orbital energy at 1.247 eV. The HOMO energy comes out at -0.317 hartree.

---

Version three
Formula: C2H5N
Source: the OMol25 dataset
Level of theory: the ωB97M-V functional and the def2-TZVPD basis

The geometry in XYZ format:
```
8
C2H5N (the ωB97M-V functional and the def2-TZVPD basis)
C -0.569 1.133 -0.289
N -0.047 0.097 -0.767
C 0.452 -0.913 0.154
H -0.900 1.893 -0.998
H -0.736 1.325 0.776
H 1.394 -1.283 -0.231
H -0.235 -1.758 0.206
H 0.641 -0.494 1.149
```

As for the total charge: 0. The structure (SMILES) is C=NC. The calculation puts the HOMO-LUMO gap at 10.95 eV. The calculation puts the lowest unoccupied orbital energy at 1.260 eV. The HOMO energy comes out at -0.356 hartree.

---

version three ends up most stable, edging out the next structure by 213.5 kJ/mol.

---

Version one
Formula: C4H10NO2
Source: the OMol25 dataset
Level of theory: the ωB97M-V functional and the def2-TZVPD basis

The geometry in XYZ format:
```
17
C4H10NO2 (the ωB97M-V functional and the def2-TZVPD basis)
O -0.999 -3.630 1.112
C -0.052 -2.856 1.288
C -0.043 -1.438 0.761
N 1.113 -0.688 1.261
H 0.833 -3.220 1.857
H 0.055 -1.441 -0.337
H -1.042 -1.008 0.959
H 1.183 0.198 0.365
H 0.773 -0.115 2.014
C 0.396 1.975 -0.719
O 1.307 0.892 -0.574
C -0.863 1.601 -1.573
H 0.842 2.831 -1.243
H 0.047 2.368 0.247
H -1.628 2.374 -1.481
H -1.287 0.597 -1.314
H -0.635 1.561 -2.623
```

As for the total charge: -1. The calculation puts the HOMO-LUMO gap at 7.32 eV. The calculation puts the lowest unoccupied orbital energy at 4.126 eV. The HOMO energy comes out at -0.117 hartree.

---

Version two
Formula: C4H10NO2
Source: the OMol25 dataset
Level of theory: the ωB97M-V functional and the def2-TZVPD basis

The geometry in XYZ format:
```
17
C4H10NO2 (the ωB97M-V functional and the def2-TZVPD basis)
O 0.895 -1.510 -1.619
C 2.099 -1.465 -1.291
O 2.649 -0.805 -0.379
H 2.823 -2.081 -1.883
C -0.436 -0.209 1.549
C -1.099 0.620 0.443
C -0.098 1.652 -0.096
N -1.569 -0.180 -0.692
H -0.116 0.406 2.395
H -1.094 -1.012 1.898
H 0.476 -0.606 1.098
H -1.993 1.176 0.774
H -0.592 2.201 -0.899
H 0.265 2.351 0.660
H 0.767 1.127 -0.498
H -2.153 -0.923 -0.310
H -0.824 -0.743 -1.150
```

As for the total charge: -1. The calculation puts the HOMO-LUMO gap at 8.51 eV. The calculation puts the lowest unoccupied orbital energy at 4.231 eV. The HOMO energy comes out at -0.157 hartree.

---

version two ends up most stable, edging out the next structure by 252.7 kJ/mol.

---

Version one
Formula: C3H6N3O
Source: the OMol25 dataset
Level of theory: the ωB97M-V functional and the def2-TZVPD basis

The geometry in XYZ format:
```
13
C3H6N3O (the ωB97M-V functional and the def2-TZVPD basis)
C -1.894 0.649 -0.062
C -0.589 0.017 0.150
N -0.277 -1.169 -0.006
C 1.194 -1.290 -0.022
N 1.637 0.079 0.076
N 0.615 0.891 0.267
O 0.510 2.077 0.341
H -2.455 -0.074 -0.614
H -1.963 1.445 -0.754
H -2.323 0.779 0.926
H 1.525 -1.945 0.656
H 1.398 -1.749 -0.939
H 2.623 0.290 -0.018
```

As for the total charge: +1. The structure (SMILES) is CC1=NCN[N+]1=O. The calculation puts the HOMO-LUMO gap at 9.96 eV. The calculation puts the lowest unoccupied orbital energy at -6.344 eV. The HOMO energy comes out at -0.599 hartree.

---

Version two
Formula: C3H6N3O
Source: the OMol25 dataset
Level of theory: the ωB97M-V functional and the def2-TZVPD basis

The geometry in XYZ format:
```
13
C3H6N3O (the ωB97M-V functional and the def2-TZVPD basis)
H 1.272 -2.765 -0.069
N 0.820 -1.894 -0.253
C 1.068 -0.879 0.418
N 0.394 0.414 0.219
C -0.643 0.492 -0.630
N -2.086 0.638 0.118
C -3.005 -0.158 0.166
O -3.777 -0.977 0.101
H 1.746 -0.689 1.380
H 1.043 1.179 0.350
H -0.898 -0.339 -1.157
H -0.521 1.342 -1.172
H -2.026 1.602 0.452
```

As for the total charge: +1. The structure (SMILES) is [H]/N=C/NC[NH+]=C=O. The calculation puts the HOMO-LUMO gap at 9.53 eV. The calculation puts the lowest unoccupied orbital energy at -4.934 eV. The HOMO energy comes out at -0.531 hartree.

---

version two ends up most stable, edging out the next structure by 167.4 kJ/mol.